Here is a cluster of 3 separate species, C23H43N5O9Si in total in a non-equilibrium geometry from the Open Molecules 2025 dataset. Energies are from wB97M-V/def2-TZVPD.

The geometry in XYZ format:
```
81
C23H43N5O9Si | the Open Molecules 2025 dataset | wB97M-V/def2-TZVPD
C 1.23163 2.26530 -1.01403
C 1.21460 1.11989 -2.02824
N 2.21874 0.06150 -1.76053
C 1.89465 -0.68068 -0.62589
N 2.46162 -0.49912 0.52041
C 3.61875 0.48141 0.69138
O 4.63611 0.12910 0.11772
O 3.40751 1.46597 1.39737
C 1.86600 -1.35180 1.56072
C 1.74887 -0.47767 2.82987
C 2.85266 -2.50755 1.91080
N 2.87932 -2.92236 3.32271
C 0.46249 -1.77341 0.97997
C 0.07587 -3.12613 1.60371
C -1.41146 -3.48510 1.56924
O -2.00465 -3.30611 0.28807
Si -3.56180 -2.77081 0.20950
C -3.94993 -1.29065 1.27032
C -3.82503 -2.23150 -1.57528
C -4.79678 -4.18232 0.51497
C -0.56773 -0.67119 1.35795
O -1.09657 -0.77754 2.48614
O -0.78195 0.23745 0.51774
C 0.85452 -1.77729 -0.53534
C -0.27145 -1.78066 -1.56935
C 1.72476 -3.03730 -0.97836
O 2.93170 -2.77969 -1.19868
O 1.16331 -4.14049 -1.09860
H 0.35541 2.23316 -0.37039
H 2.10587 2.25430 -0.36879
H 1.22214 3.23577 -1.51960
H 1.44157 1.53179 -3.01407
H 0.19977 0.73517 -2.08858
H 2.19413 -0.59303 -2.53613
H 2.73489 -0.27347 3.24218
H 1.34475 0.48848 2.53693
H 1.09424 -0.93640 3.55872
H 3.84040 -2.12193 1.65617
H 2.71038 -3.36729 1.26267
H 3.83266 -2.94722 3.64579
H 2.44509 -3.82248 3.45426
H 0.63864 -3.93838 1.15321
H 0.32810 -3.07361 2.66577
H -1.49382 -4.55089 1.82887
H -1.91787 -2.92775 2.35716
H -3.91173 -1.49999 2.33783
H -3.26432 -0.47326 1.04872
H -4.97366 -0.98501 1.02387
H -3.30409 -2.87092 -2.28612
H -4.89589 -2.26089 -1.80547
H -3.50827 -1.19728 -1.70855
H -4.33209 -5.02814 1.01990
H -5.66206 -3.80605 1.06077
H -5.14756 -4.54835 -0.45166
H -1.09578 -1.12922 -1.30832
H 0.10155 -1.52186 -2.55980
H -0.64864 -2.79461 -1.63570
C -2.04060 0.39696 -4.65401
O -1.36452 0.07421 -3.70772
N -2.70204 1.57681 -4.73011
C -3.50983 1.94279 -5.86743
C -2.57770 2.49282 -3.60457
H -2.18362 -0.24725 -5.54228
H -3.12884 2.85864 -6.32899
H -4.54665 2.11117 -5.56230
H -3.48932 1.14415 -6.60728
H -1.53200 2.76053 -3.45025
H -2.93668 2.01850 -2.69077
H -3.15910 3.39094 -3.80394
C 1.48115 5.57121 2.93055
O 0.66636 4.96874 2.26900
N 2.82034 5.47003 2.81889
C 3.70095 6.26187 3.64202
C 3.41601 4.54635 1.84835
H 1.17858 6.30396 3.70713
H 4.33665 6.89782 3.01820
H 4.34270 5.61345 4.24465
H 3.11877 6.89650 4.30981
H 3.08124 4.80934 0.84427
H 3.11952 3.51617 2.04720
H 4.49908 4.62241 1.90565
```

The calculation puts the HOMO energy at -2.02 eV. The value obtained for the HOMO-LUMO gap is 5.880 eV. As for the charge: -2. The value obtained for the largest force on an atom is 0.0451 hartree/bohr. As for the energy above the lowest of the compared OMol25 structures with the same formula, charge and spin: 38.08 kJ/mol. For the LUMO energy, the calculation gives 0.1419 hartree.